1.
Formula: C15H48N12O9
Source: OMol25
Level of theory: ωB97M-V/def2-TZVPD

Computed properties:
Total charge = 0
Orbital gap = 9.64 eV
Total energy = -52642.193 eV
SMILES = NC(N)=O.NC(N)=O.NC(N)=O.NC(N)=O.NC(N)=O.NC(N)=O.CC(C)O.CC(C)O.CC(C)O

Atoms and positions in Å:
C: -2.94 -0.28 1.83
C: -2.06 0.10 0.62
C: -0.82 -0.88 0.50
O: -2.70 0.00 -0.59
H: -3.85 0.31 1.92
H: -2.35 -0.23 2.74
H: -3.17 -1.35 1.91
H: -1.74 1.13 0.71
H: -1.07 -1.84 0.05
H: -0.29 -1.00 1.44
H: -0.11 -0.49 -0.23
H: -2.36 0.56 -1.29
C: 4.05 -6.54 -3.16
C: 2.70 -7.31 -3.14
C: 1.56 -6.45 -2.71
O: 2.42 -7.96 -4.40
H: 4.81 -7.07 -3.75
H: 4.50 -6.39 -2.18
H: 3.89 -5.61 -3.70
H: 2.85 -8.08 -2.38
H: 0.62 -6.99 -2.61
H: 1.52 -5.69 -3.49
H: 1.72 -5.90 -1.78
H: 1.61 -8.47 -4.40
C: 4.69 2.02 3.31
C: 4.33 2.55 4.68
C: 5.25 3.70 5.12
O: 3.05 3.20 4.69
H: 3.90 1.31 3.07
H: 5.67 1.56 3.42
H: 4.84 2.84 2.61
H: 4.30 1.70 5.37
H: 5.33 4.50 4.39
H: 6.25 3.30 5.31
H: 4.97 4.13 6.08
H: 3.11 3.90 4.04
C: -0.06 -6.81 2.64
O: -0.81 -7.81 2.53
N: 1.21 -6.88 2.53
N: -0.39 -5.56 2.68
H: 1.92 -6.18 2.69
H: 1.62 -7.79 2.35
H: -1.39 -5.41 2.69
H: 0.32 -4.88 2.45
C: -5.56 5.44 -1.12
O: -5.00 5.38 -0.04
N: -5.78 4.40 -1.88
N: -5.98 6.57 -1.63
H: -5.32 3.62 -1.44
H: -5.98 4.56 -2.86
H: -5.88 7.45 -1.16
H: -6.40 6.51 -2.55
C: 1.04 -2.19 -6.36
O: 1.62 -2.29 -7.46
N: 0.01 -2.89 -6.13
N: 1.32 -1.55 -5.25
H: -0.71 -2.73 -5.43
H: -0.41 -3.42 -6.88
H: 2.22 -1.09 -5.28
H: 0.56 -1.37 -4.61
C: -1.02 2.97 -5.74
O: -1.39 2.43 -4.68
N: -1.69 2.92 -6.86
N: 0.16 3.43 -6.06
H: -1.09 2.95 -7.67
H: -2.57 2.43 -6.88
H: 0.39 3.45 -7.05
H: 0.86 3.39 -5.33
C: -1.59 -0.31 7.44
O: -0.68 -1.03 7.63
N: -2.77 -0.36 8.00
N: -1.48 0.82 6.83
H: -3.59 0.01 7.53
H: -2.89 -1.23 8.48
H: -2.36 1.31 6.77
H: -0.57 1.12 6.50
C: -0.02 6.65 0.96
O: 1.15 6.69 1.00
N: -0.76 6.05 1.76
N: -0.77 7.09 -0.05
H: -0.22 5.49 2.41
H: -1.69 5.87 1.43
H: -0.25 7.58 -0.76
H: -1.77 6.95 -0.14

---

2.
Formula: C20H33FN5O4
Source: OMol25
Level of theory: ωB97M-V/def2-TZVPD

Computed properties:
Total charge = +1
Orbital gap = 7.56 eV
Total energy = -39621.675 eV

Atoms and positions in Å:
C: 6.04 -0.49 0.72
C: 6.01 -0.88 -0.77
C: 4.78 -0.34 -1.53
C: 3.61 -1.32 -1.57
C: 2.79 -1.22 -0.26
N: 1.41 -1.76 -0.35
C: 0.80 -1.51 -1.56
N: -0.33 -0.91 -1.66
C: -1.14 -0.41 -0.55
C: -2.58 -0.87 -0.65
C: -3.40 -0.67 0.65
N: -3.05 0.49 1.48
C: -2.25 0.21 2.67
C: -1.69 1.45 3.30
C: -2.18 1.89 4.53
C: -1.71 3.06 5.14
C: -0.73 3.82 4.51
C: -0.21 3.39 3.29
C: -0.68 2.21 2.71
O: -0.11 1.81 1.50
N: 1.50 -1.95 -2.66
F: 0.72 -1.79 -3.80
C: 2.76 -1.17 -2.84
C: 2.49 0.27 -3.29
C: 3.23 0.58 -4.57
O: 4.36 0.23 -4.75
H: 6.67 0.38 0.88
H: 5.05 -0.27 1.11
H: 6.45 -1.29 1.31
H: 6.89 -0.45 -1.24
H: 6.04 -1.96 -0.87
H: 4.49 0.59 -1.04
H: 5.10 -0.06 -2.53
H: 4.05 -2.32 -1.59
H: 3.31 -1.80 0.49
H: 2.78 -0.19 0.10
H: 1.40 -2.75 -0.16
H: -0.70 -0.76 -2.59
H: -0.72 -0.67 0.41
H: -1.12 0.67 -0.61
H: -2.65 -1.93 -0.91
H: -3.10 -0.34 -1.44
H: -3.39 -1.56 1.26
H: -4.41 -0.52 0.31
H: -2.70 1.27 0.96
H: -1.47 -0.55 2.52
H: -2.93 -0.21 3.41
H: -2.95 1.31 5.01
H: -2.11 3.37 6.09
H: -0.36 4.74 4.93
H: 0.55 3.95 2.78
H: 0.63 1.23 1.69
H: 3.29 -1.67 -3.64
H: 2.82 1.00 -2.55
H: 1.44 0.47 -3.48
H: 2.71 1.14 -5.35
C: -8.58 -0.67 -0.78
N: -7.10 -0.75 -0.62
O: -6.40 -0.31 -1.51
O: -6.69 -1.26 0.40
H: -8.79 -0.19 -1.73
H: -8.97 -1.68 -0.76
H: -8.96 -0.08 0.05

---

3.
Formula: C10H11N2
Source: OMol25
Level of theory: ωB97M-V/def2-TZVPD

Computed properties:
Total charge = +1
Orbital gap = 7.96 eV
Total energy = -13518.841 eV

Atoms and positions in Å:
C: -3.31 0.21 -0.52
C: -2.57 0.89 0.47
C: -2.74 -0.94 -1.15
C: -1.39 0.41 0.98
C: -1.59 -1.44 -0.54
C: -0.89 -0.77 0.42
C: 2.37 -1.69 -0.27
C: 2.81 -0.23 -0.34
C: 0.45 -1.01 0.89
C: 2.15 2.02 0.02
N: 1.24 -1.98 0.34
N: 2.01 0.71 0.08
H: -4.22 0.67 -0.74
H: -3.02 1.77 0.87
H: -3.32 -1.58 -1.84
H: -0.83 0.98 1.65
H: -1.12 -2.30 -1.05
H: 3.01 -2.49 -0.40
H: 3.77 -0.02 -0.80
H: 0.82 -0.45 1.77
H: 2.78 2.46 0.73
H: 1.15 2.47 0.35
H: 2.45 2.31 -0.93

---

4.
Formula: C3H5ClFNO2
Source: OMol25
Level of theory: ωB97M-V/def2-TZVPD

Computed properties:
Total charge = 0
Orbital gap = 10.23 eV
Total energy = -24012.378 eV

Atoms and positions in Å:
C: 1.41 0.92 0.81
C: 0.84 -0.10 -0.08
C: -0.55 0.11 -0.69
H: 2.62 0.80 0.82
H: 1.02 2.04 0.36
H: 0.84 0.62 1.75
H: -0.81 -1.95 0.08
H: -3.01 0.38 -0.43
N: -1.23 -1.02 -0.33
O: -0.94 1.14 -1.28
O: -2.76 -0.82 -0.33
F: 0.67 -1.33 0.63
Cl: 1.91 -0.80 -1.29

---

5.
Formula: C3H6N2O
Source: OMol25
Level of theory: ωB97M-V/def2-TZVPD

Computed properties:
Total charge = 0
Orbital gap = 10.66 eV
Total energy = -8236.569 eV
SMILES = O=C1NCCN1

Atoms and positions in Å:
O: -0.96 -1.85 -1.47
C: -0.41 -1.02 -0.78
N: -0.25 -1.05 0.60
C: 0.41 0.16 1.06
C: 0.04 1.10 -0.09
N: 0.16 0.18 -1.21
H: -0.01 -1.95 1.00
H: 1.50 0.06 1.15
H: 0.01 0.51 2.02
H: -1.02 1.40 0.03
H: 0.65 1.99 -0.18
H: -0.12 0.47 -2.13